{"formula": "C45H62F4O21", "method": "the ωB97M-V functional and the def2-TZVPD basis", "species": ["F", "C", "C", "C", "C", "C", "C", "H", "H", "H", "H", "H", "F", "C", "C", "C", "C", "C", "C", "H", "H", "H", "H", "H", "F", "C", "C", "C", "C", "C", "C", "H", "H", "H", "H", "H", "F", "C", "C", "C", "C", "C", "C", "H", "H", "H", "H", "H", "C", "O", "C", "O", "O", "C", "H", "H", "H", "H", "H", "H", "C", "O", "C", "O", "O", "C", "H", "H", "H", "H", "H", "H", "C", "O", "C", "O", "O", "C", "H", "H", "H", "H", "H", "H", "C", "O", "C", "O", "O", "C", "H", "H", "H", "H", "H", "H", "C", "O", "C", "O", "O", "C", "H", "H", "H", "H", "H", "H", "C", "O", "C", "O", "O", "C", "H", "H", "H", "H", "H", "H", "C", "O", "C", "O", "O", "C", "H", "H", "H", "H", "H", "H"], "xyz": [[5.441258, 2.793560, 2.649459], [4.865266, 1.554570, 2.356635], [4.773743, 1.073640, 1.042168], [4.264658, -0.210702, 0.950357], [3.748407, -0.959539, 1.989203], [3.893736, -0.421167, 3.271698], [4.432767, 0.868340, 3.482510], [5.182012, 1.540226, 0.189459], [4.211185, -0.630393, -0.057717], [3.259329, -1.886796, 1.788094], [3.462838, -0.904475, 4.140161], [4.581486, 1.445265, 4.394468], [3.055576, 6.536696, -2.467312], [3.108454, 5.954263, -1.233397], [4.267876, 5.396995, -0.858803], [4.293526, 4.798777, 0.443526], [3.212244, 4.828801, 1.266805], [2.051538, 5.397640, 0.795836], [1.989233, 5.988225, -0.482091], [5.127244, 5.406311, -1.539408], [5.183514, 4.309774, 0.831373], [3.264215, 4.578238, 2.289628], [1.156753, 5.464512, 1.416641], [1.100033, 6.439395, -0.888144], [0.660275, -5.302931, -4.266926], [-0.510178, -5.089601, -3.651055], [-1.128082, -3.860060, -3.743696], [-2.302736, -3.666532, -2.955592], [-2.796080, -4.684234, -2.118826], [-2.032964, -5.821188, -1.983762], [-0.937644, -6.092193, -2.742697], [-0.620999, -3.106912, -4.369927], [-2.814235, -2.709785, -3.217899], [-3.678947, -4.553474, -1.496626], [-2.448072, -6.525403, -1.243790], [-0.302618, -6.974293, -2.705913], [0.613311, 3.713965, 3.006118], [1.095339, 3.904168, 4.288237], [1.098837, 5.144304, 4.823731], [1.690129, 5.237701, 6.126777], [2.247409, 4.120967, 6.753474], [2.212652, 2.868566, 6.122674], [1.596744, 2.751170, 4.837908], [0.730395, 6.009374, 4.330728], [1.564765, 6.182751, 6.713481], [2.723913, 4.198337, 7.699626], [2.793423, 2.042028, 6.507199], [1.495322, 1.788498, 4.307319], [-2.875804, 1.920772, -4.527181], [-1.393386, 2.130440, -4.473429], [-0.930146, 2.436474, -3.243781], [-1.547698, 2.474570, -2.210321], [0.336712, 2.743348, -3.355634], [0.988034, 3.250820, -2.152719], [-2.967930, 0.888825, -4.869986], [-3.172707, 2.683189, -5.226749], [-3.301454, 2.056720, -3.544420], [0.391855, 3.764751, -1.388944], [1.724849, 3.960102, -2.583957], [1.559218, 2.444555, -1.704656], [-7.127601, -4.740742, -0.419219], [-6.802236, -3.405717, 0.112675], [-5.527683, -3.314324, 0.543386], [-4.665317, -4.144183, 0.528770], [-5.260766, -2.088496, 0.939761], [-3.874107, -1.784050, 1.195047], [-6.366150, -5.437019, -0.041745], [-7.027491, -4.649208, -1.480837], [-8.134108, -4.910647, -0.081731], [-3.807046, -0.666587, 1.096702], [-3.293670, -2.253113, 0.358793], [-3.582662, -2.158026, 2.173193], [-3.570441, 1.922484, 0.117390], [-4.801639, 1.416031, 0.581012], [-5.186332, 1.548957, 1.877850], [-4.542559, 2.110623, 2.710584], [-6.365662, 0.981916, 2.209235], [-7.318645, 0.404690, 1.348796], [-3.713253, 3.009704, 0.258478], [-3.523235, 1.690525, -0.916901], [-2.742238, 1.445752, 0.710830], [-8.229655, 0.169779, 1.870329], [-6.894783, -0.555558, 1.065661], [-7.479072, 1.086153, 0.464224], [0.329817, -3.269949, 0.295290], [1.450046, -2.491612, -0.219331], [2.430985, -3.016741, -1.025979], [3.369287, -2.333393, -1.307535], [2.299202, -4.271086, -1.440348], [3.230957, -4.831911, -2.424512], [0.664519, -4.283062, 0.544019], [-0.358261, -3.275905, -0.556006], [-0.126711, -2.670426, 1.097805], [4.261815, -4.573184, -2.104395], [2.916315, -4.418466, -3.383216], [2.999765, -5.906279, -2.449083], [-1.106599, -3.254737, 3.680678], [-1.257183, -1.855097, 3.802512], [-0.145606, -1.128959, 3.832963], [0.949845, -1.566624, 3.847321], [-0.358057, 0.217252, 3.887169], [-1.595458, 0.890845, 3.745334], [-0.478818, -3.471784, 2.817717], [-2.111760, -3.676788, 3.550629], [-0.588742, -3.560383, 4.619052], [-2.067553, 0.522739, 2.808903], [-1.396085, 1.958258, 3.775164], [-2.254440, 0.649985, 4.608650], [4.818895, -0.595136, -3.880359], [4.335760, -1.142007, -5.106928], [3.065055, -0.823129, -5.203550], [2.388576, -0.327904, -4.323514], [2.543018, -1.159631, -6.389018], [1.130852, -0.836753, -6.436420], [4.222658, -0.940606, -3.059775], [4.758390, 0.493674, -3.890188], [5.817034, -0.990295, -3.831130], [0.848333, -0.985275, -7.485285], [0.928272, 0.177515, -6.085637], [0.634459, -1.570361, -5.860502], [0.178530, -0.588977, -2.250614], [-0.785049, -0.743148, -1.152587], [-0.470670, -0.172779, -0.042816], [-1.060498, -0.496054, 1.009414], [0.475081, 0.735349, -0.167550], [0.939253, 1.357150, 1.020596], [-0.114586, -1.351481, -2.999648], [1.204701, -0.781541, -1.908054], [0.171276, 0.404820, -2.616405], [1.452919, 2.268124, 0.715992], [1.462868, 0.609925, 1.575547], [0.145549, 1.704941, 1.633411]], "forces_ev_per_angstrom": [[-0.4751, -0.9138, -0.7476], [0.4028, 0.8352, 0.0289], [0.1511, -0.5537, 2.5087], [-0.4140, -0.3066, -1.8871], [0.8436, 1.3121, 0.9813], [-0.5964, 0.7841, 0.7937], [0.1896, -0.3261, -1.5070], [0.2836, 0.7524, -0.6382], [-0.0640, 0.0384, 0.3386], [-0.1265, -0.4582, 0.1205], [0.0913, -0.2942, -0.1332], [-0.3169, -0.7517, 0.1838], [-0.0294, -0.0705, 0.0848], [-0.1116, 1.0290, -1.9295], [1.7120, -1.6518, 1.7913], [1.5953, 0.1908, -1.5502], [-0.7709, 0.7736, -0.4001], [-1.4589, 1.1716, -0.8297], [-0.9438, -0.7054, 1.7716], [-0.3510, -0.0765, 0.4482], [0.0868, 0.2655, -0.3220], [0.1753, -0.8150, 0.8905], [0.3127, -0.1433, -0.0821], [-0.2007, 0.0874, 0.1126], [0.2498, -0.0349, -0.5787], [-0.4183, -0.4237, 1.8000], [-0.1794, -0.4474, 0.5269], [0.1019, 0.4786, -1.5697], [0.5121, 2.0279, -0.6697], [-1.4233, -1.4357, 1.2325], [1.4056, 0.9152, -1.5716], [-0.7537, -0.2570, 0.3349], [0.1190, -0.8696, 0.9486], [0.2202, 0.0691, -0.2584], [0.6538, 0.0149, -0.4668], [-0.3956, -0.0086, 0.3029], [-0.1748, 0.5125, 0.4532], [-0.3031, -1.3687, -1.9969], [1.2548, 0.2961, 2.6351], [-1.0887, 0.4560, -0.0723], [-0.4976, -0.2966, -1.2550], [-0.2392, 0.5539, -1.8288], [0.8603, -0.5208, 2.0385], [-0.3903, 0.4233, -0.3869], [0.4868, -0.8201, -0.8165], [0.2280, 0.2129, 0.6758], [-0.3579, -0.1785, 0.2695], [0.1975, 0.6808, 0.3182], [2.1586, -0.2071, -0.0685], [-1.1418, -0.1209, 1.0428], [-0.3808, 0.2649, -0.3944], [-0.5722, -0.2327, 0.0129], [0.6380, 0.4709, 0.5844], [1.4099, 0.5436, -0.8965], [-0.4294, 0.3110, -0.1468], [-0.6041, -0.1113, -0.2874], [-0.0868, 0.0547, 0.1220], [-0.3922, -0.3981, -0.6763], [-0.4806, -0.3224, 0.4536], [-0.1562, -0.1953, 0.1181], [1.0169, 1.0720, 0.8887], [0.8124, -0.7324, 0.3336], [0.1160, 1.0365, -0.2679], [0.0059, -1.6910, -0.2382], [-0.9343, 0.9137, 0.2688], [0.2510, 0.6176, -1.4795], [-0.6284, -0.0060, -0.0620], [-0.2488, -0.2060, -0.6664], [-0.2549, -0.4100, -0.0747], [0.0091, -1.3220, 0.3724], [-0.1456, 0.4818, 1.0463], [0.1380, 0.1071, -0.0752], [0.2374, 0.9903, 1.9726], [-2.6140, -1.6528, 0.6624], [-0.0515, -0.2476, -0.8393], [0.4538, 0.2236, 0.2866], [0.6828, 0.9654, 0.9419], [0.9925, -0.0131, -2.1041], [1.1686, -0.3180, -0.1403], [0.1917, -0.2869, -0.7520], [-0.5264, 0.8563, -0.7037], [-0.2576, 0.5483, 0.5224], [-0.2422, 0.0111, -0.6623], [-0.0924, -0.9182, 0.8213], [0.2103, 0.2056, -1.4035], [1.1284, -0.9453, -0.2192], [-0.5160, 0.1411, 0.5907], [0.6020, 0.6527, -0.3900], [-1.1831, -0.6043, 0.5210], [-0.4366, 0.6983, 0.7017], [-0.2502, 0.3167, 0.2306], [-0.3386, -0.4911, 0.3885], [0.5332, -0.4102, -0.3403], [-0.6570, -0.3218, -0.5348], [0.5639, 0.0962, -0.0252], [0.3324, 0.4344, 0.2790], [0.7102, -0.2307, 0.8215], [-1.0893, 1.2488, -0.2883], [-1.8650, 1.9079, -0.0596], [1.7887, -0.7607, -0.0376], [1.3578, -0.9609, 0.2715], [-1.4779, -1.3860, 0.1518], [-0.0563, -0.2446, 0.2074], [0.4213, 0.1175, 0.2338], [-0.5115, -0.4796, -0.7925], [0.1523, 0.7114, 0.6324], [0.1281, -0.0647, -0.3288], [0.2821, 0.1334, -0.5620], [0.7960, -0.0733, 0.2244], [-0.4622, 0.4191, -0.2693], [-1.7394, -0.2110, -0.1328], [0.4602, 0.0133, -0.1424], [0.1451, 0.4268, 0.1745], [0.7103, 0.1394, -1.3593], [-0.1449, -0.3156, 0.4447], [0.2929, -0.0632, -0.1468], [0.5137, 0.2406, 0.3000], [0.1022, 0.2345, 0.2653], [0.0526, -0.2548, -0.0926], [-0.7947, -0.5513, 0.8186], [0.0602, -1.4176, 0.2110], [0.4520, -0.6980, -2.1332], [-1.1252, -0.2453, 3.1483], [1.3125, 0.9396, -1.7184], [-0.2674, 0.0316, -0.3467], [-0.1572, 0.5024, -0.0896], [0.1182, 0.7061, 0.4510], [-0.4969, -0.0981, -0.0198], [-0.2547, 0.7165, -0.5313], [0.6182, -0.4590, 0.0248], [0.9544, -0.0507, 0.4524], [-1.0704, 0.0744, 0.4107]], "smiles": "COC(=O)OC.COC(=O)OC.COC(=O)OC.COC(=O)OC.COC(=O)OC.COC(=O)OC.COC(=O)OC.Fc1ccccc1.Fc1ccccc1.Fc1ccccc1.Fc1ccccc1", "e_tot_ev": -101535.7522, "charge": 0}